# 1
7
Properties=species:S:1:pos:R:3:forces:R:3 method="wB97M-V/def2-TZVPD" e_tot_ha=-733.9551 total_charge=-1 multiplicity=1 mol_weight_g_mol=109.1 e_above_lowest_ev=4.383
N -1.6418 0.9515 0.5214 2.429 2.882 0.296
N -0.8270 1.7092 0.6240 0.077 -0.378 0.013
O 0.2452 -0.9444 0.4950 -0.153 -0.281 0.025
O -2.5885 0.3092 0.4198 -2.512 -2.381 -0.300
O 1.4778 -1.7860 -1.4506 -0.036 0.274 -0.621
S 1.5537 -1.0586 -0.1817 0.281 1.604 0.853
H 1.7806 0.8191 -0.4280 -0.086 -1.720 -0.265


# 2
13
Properties=species:S:1:pos:R:3:forces:R:3 method="wB97M-V/def2-TZVPD" e_tot_ha=-265.5689 total_charge=0 multiplicity=1 mol_weight_g_mol=76.1 e_above_lowest_ev=5.829
C -1.0090 -1.2819 -0.1122 1.082 0.148 0.165
N -1.9005 -0.2835 -0.3819 -0.101 0.932 0.150
O -1.1435 1.4332 -0.1066 -0.517 -0.915 -0.150
H -1.4504 1.8015 -0.9434 -0.016 -0.058 0.051
H -2.4684 -0.0579 0.4291 0.095 0.077 -0.081
H -1.0276 -1.7445 0.8785 -0.209 -0.025 -0.064
H 0.1774 -0.7000 -0.0628 -0.764 -0.395 -0.110
H -0.8746 -1.9764 -0.9430 -0.042 0.072 0.002
C 2.3491 0.4239 0.3066 0.043 0.215 0.038
N 1.1202 0.3427 0.0728 -0.067 0.230 0.067
H 0.4066 1.1425 0.0348 0.596 -0.252 -0.025
H 2.8550 1.3762 0.4884 -0.042 -0.045 -0.020
H 2.9654 -0.4758 0.3397 -0.058 0.016 -0.023


# 3
6
Properties=species:S:1:pos:R:3:forces:R:3 method="wB97M-V/def2-TZVPD" e_tot_ha=-410.7696 total_charge=+1 multiplicity=2 mol_weight_g_mol=170.7 e_above_lowest_ev=0.000
O 1.0909 0.8285 0.4467 -6.581 2.005 -0.625
H 0.8963 1.7602 0.3111 -0.125 0.267 -0.177
Sn 2.8162 0.3343 0.6686 6.790 -2.091 0.841
O -2.5105 -1.6613 -1.4975 0.604 0.756 0.810
C -1.9172 -1.0649 -0.7500 -0.465 -0.741 -0.655
Li -0.3757 -0.1967 0.8210 -0.223 -0.196 -0.194


# 4
89
Properties=species:S:1:pos:R:3:forces:R:3 method="wB97M-V/def2-TZVPD" e_tot_ha=-3090.3277 total_charge=-1 multiplicity=1 mol_weight_g_mol=699.2
Y -1.2654 -1.4609 -0.0883 1.492 -0.691 1.716
P 0.0961 0.8332 -2.2216 0.224 -0.354 0.958
Cl -3.0016 -2.1127 -1.7345 -0.516 -0.140 -0.750
C 0.6200 0.2464 -0.6662 -1.084 0.038 -0.806
H 0.5060 1.0015 0.1303 0.026 -0.533 -0.570
H 1.6261 -0.1750 -0.6855 -0.155 -0.063 0.080
C -1.6912 1.2554 -2.1128 0.368 -0.231 -0.197
C 0.2428 -0.5316 -3.4606 -0.164 0.019 0.086
C -2.0846 2.2826 -3.1838 -0.305 0.100 -0.111
H -2.2440 0.3115 -2.3188 0.334 0.352 -0.004
C -3.6023 2.4478 -3.1999 -0.117 -0.035 0.085
H -1.6102 3.2473 -2.9607 -0.228 -0.205 -0.040
H -1.7401 1.9947 -4.1882 -0.071 -0.019 0.370
C -4.1475 2.8315 -1.8156 0.124 0.069 -0.044
H -3.8745 3.2074 -3.9424 -0.063 -0.082 0.112
H -4.0542 1.5016 -3.5285 0.040 0.096 0.067
C -3.6371 1.9238 -0.6885 -0.065 -0.135 0.006
H -3.8509 3.8672 -1.6001 -0.038 -0.068 -0.014
H -5.2430 2.8061 -1.8337 0.144 0.071 0.033
C -2.1143 1.7366 -0.7139 -0.169 0.184 0.124
H -3.9350 2.3229 0.2881 0.011 -0.073 -0.167
H -4.1067 0.9340 -0.7793 0.070 0.111 0.007
H -1.6074 2.6910 -0.4937 -0.128 -0.251 0.040
H -1.8273 1.0531 0.1191 -0.052 0.411 -0.456
C 1.0928 2.3038 -2.7094 -0.004 0.067 -0.660
C 1.7180 -0.8612 -3.7468 0.101 0.077 -0.021
H -0.1971 -1.4039 -2.9285 0.157 0.347 -0.177
C 1.8677 -2.0226 -4.7372 -0.156 -0.062 0.091
H 2.2373 0.0258 -4.1387 -0.127 -0.096 -0.036
H 2.2231 -1.1208 -2.8080 -0.100 0.048 -0.122
C 1.0481 -1.8297 -6.0142 -0.088 0.189 0.009
H 2.9252 -2.1439 -4.9920 -0.077 -0.028 0.050
H 1.5532 -2.9503 -4.2430 -0.001 0.092 -0.016
C -0.4184 -1.4784 -5.7312 -0.066 -0.132 0.150
H 1.4991 -1.0284 -6.6148 -0.024 -0.025 0.046
H 1.0920 -2.7424 -6.6203 0.020 0.155 0.045
C -0.5978 -0.3234 -4.7357 0.104 0.111 -0.145
H -0.9257 -1.2159 -6.6677 0.053 -0.092 0.123
H -0.9404 -2.3574 -5.3267 0.139 0.086 -0.048
H -0.3256 0.6274 -5.2214 0.003 -0.256 0.077
H -1.6658 -0.2523 -4.4784 0.311 -0.017 -0.002
C 0.7925 3.5005 -1.7953 0.016 0.129 0.279
H 2.1052 1.9346 -2.4679 -0.143 0.096 0.028
C 1.8826 4.5681 -1.9263 0.076 -0.073 -0.095
H -0.1683 3.9535 -2.0810 0.269 -0.111 0.099
H 0.6986 3.1853 -0.7456 0.061 0.053 -0.304
C 2.0553 5.0350 -3.3800 -0.112 -0.024 0.024
H 1.6344 5.4223 -1.2835 0.111 -0.143 -0.097
H 2.8329 4.1510 -1.5618 -0.139 0.075 -0.024
C 2.1928 3.8637 -4.3655 0.087 -0.032 0.137
H 1.1937 5.6559 -3.6680 0.071 -0.149 0.056
H 2.9383 5.6812 -3.4516 -0.132 -0.057 -0.034
C 1.1149 2.7825 -4.1724 0.016 0.214 -0.108
H 2.1583 4.2397 -5.3959 0.032 -0.068 0.148
H 3.1818 3.4013 -4.2294 -0.140 0.034 -0.021
H 0.1365 3.2058 -4.4398 0.171 -0.089 0.052
H 1.3046 1.9594 -4.8723 -0.008 0.121 0.184
C 0.9540 2.4715 1.9118 1.904 -0.525 -1.176
C 2.0949 1.9783 1.3184 -1.388 1.611 1.496
H 0.3620 3.2443 1.4086 0.142 -0.294 -0.094
C 3.0288 1.0540 2.0407 -0.024 -0.526 0.317
H 2.4359 2.3569 0.3485 -0.259 -0.048 0.259
C 2.3504 0.3325 3.2253 -0.019 -0.071 -0.246
H 3.4483 0.3041 1.3565 -0.123 0.084 0.014
H 3.8955 1.6326 2.4065 -0.188 -0.017 -0.112
C 1.5159 1.2909 4.0697 -0.108 0.187 0.084
H 1.7009 -0.4697 2.8419 0.127 0.137 0.035
H 3.1182 -0.1468 3.8500 -0.188 0.063 -0.156
C 0.4415 2.0196 3.2373 -0.076 -0.330 0.651
H 1.0348 0.7400 4.8922 0.120 0.172 -0.236
H 2.1784 2.0453 4.5197 -0.041 -0.087 -0.010
H -0.4347 1.3562 3.1296 0.221 0.171 -0.160
H 0.0631 2.8873 3.8043 0.109 -0.192 -0.171
O -3.9173 -1.6301 3.0646 -0.771 0.623 0.208
S -2.5995 -1.1315 3.3588 3.325 -2.007 -1.194
O -2.4031 0.2792 3.6293 -0.872 0.363 0.174
N -1.5643 -1.5523 2.0769 -2.381 2.073 -0.616
C -0.4967 -2.3387 2.4499 0.610 -1.347 4.112
S 0.6634 -2.7447 1.2745 0.380 -0.096 -1.427
C -0.5588 -2.7176 3.8363 0.561 0.748 -3.900
C 0.3396 -3.4874 4.5938 0.577 -0.807 1.311
C 0.1070 -3.6716 5.9537 0.363 0.141 -1.277
C -1.0260 -3.1001 6.5668 -0.750 0.292 0.637
C -1.9356 -2.3454 5.8127 0.521 -0.230 -0.215
C -1.6745 -2.1498 4.4610 -1.723 0.675 1.528
H 1.1942 -3.9312 4.0764 -0.185 0.100 0.292
H 0.8069 -4.2616 6.5481 -0.162 0.118 -0.134
H -1.1897 -3.2419 7.6375 -0.026 0.012 -0.313
H -2.8377 -1.9258 6.2505 0.168 -0.002 0.111